13
Properties=species:S:1:pos:R:3:lowdin_charge:R:1 method="wB97M-V/def2-TZVPD" smiles="ON=C1CCC1" spin_multiplicity=1 gap_ev=10.44 relative_energy_kcal_mol=79.33
O 2.58 -0.56 -0.22 -0.08
N 1.90 0.64 -0.09 0.04
C 0.64 0.46 -0.21 -0.33
C -0.09 -0.84 -0.29 -0.12
C -1.37 -0.07 0.14 -0.14
C -0.57 1.27 0.19 -0.09
H 1.98 -1.26 0.11 0.06
H -0.09 -1.38 -1.25 0.12
H 0.36 -1.55 0.44 0.11
H -2.18 -0.07 -0.60 0.10
H -1.77 -0.41 1.09 0.10
H -0.92 2.05 -0.50 0.11
H -0.48 1.71 1.19 0.11



13
Properties=species:S:1:pos:R:3:lowdin_charge:R:1 method="wB97M-V/def2-TZVPD" spin_multiplicity=1 gap_ev=9.82 relative_energy_kcal_mol=119.38
O 2.49 -0.57 -0.26 -0.15
N 1.88 0.63 -0.08 0.01
C 0.62 0.51 -0.28 -0.34
C -0.09 -0.77 -0.38 -0.11
C -1.38 -0.05 0.11 -0.14
C -0.58 1.30 0.21 -0.09
H 1.80 -1.36 0.24 0.12
H -0.05 -1.47 -1.21 0.11
H 0.69 -1.56 0.44 0.16
H -2.22 -0.03 -0.59 0.11
H -1.73 -0.44 1.06 0.10
H -0.94 2.08 -0.47 0.11
H -0.48 1.72 1.22 0.11



13
Properties=species:S:1:pos:R:3:lowdin_charge:R:1 method="wB97M-V/def2-TZVPD" spin_multiplicity=1 gap_ev="7.98 / 7.70" relative_energy_kcal_mol=81.34
C -1.56 -0.29 0.90 -0.10
C -0.49 -0.72 -0.05 -0.16
C 0.80 0.43 -1.62 0.04
N 0.56 0.10 -0.35 -0.21
C 1.51 0.42 0.68 -0.24
O 2.53 1.00 0.46 0.08
H -1.16 0.21 1.80 0.07
H -2.16 -1.14 1.22 0.07
H -2.25 0.43 0.43 0.08
H -0.75 -1.39 -0.86 0.10
H 1.82 0.54 -1.97 0.07
H -0.05 0.49 -2.28 0.07
H 1.21 0.00 1.65 0.14



Summary of E_tot in Ha
-286.50522; -286.44140; -286.50203
(order as listed above)